Entry 1:
{"formula": "C3H9N", "method": "wB97M-V/def2-TZVPD", "relative_energy_ev": 1.170, "gap_ev": 10.40, "fmax_ev_per_a": 5.00, "elements": ["C", "H", "H", "C", "H", "H", "H", "H", "H", "H", "N", "C", "H"], "coordinates": [[-1.7718, 0.0940, -0.0616], [2.7093, 0.4446, -0.5286], [2.2691, -0.6462, 0.8769], [-0.4485, -0.4819, -0.1109], [-0.3788, -1.3388, 0.6531], [-1.9232, 0.6309, -0.9017], [0.6675, 0.9239, 1.0431], [-0.1433, -0.9678, -1.1552], [-1.8472, 0.6121, 0.8952], [-2.5533, -0.6914, 0.1027], [1.9749, -0.2749, -0.1269], [0.7242, 0.4683, 0.0328], [0.7213, 1.2272, -0.7190]], "forces_ev_per_angstrom": [[-1.58, -2.08, 3.40], [-1.55, -2.22, 1.62], [-0.32, 1.20, -3.01], [3.14, -3.51, -1.69], [0.30, 1.20, -0.98], [-1.14, 2.23, -2.41], [0.00, 0.31, -0.49], [-1.22, 0.52, 1.98], [-0.15, 0.88, -0.27], [0.52, 0.50, -0.77], [2.47, 0.90, 1.37], [-0.08, -0.59, 1.72], [-0.38, 0.66, -0.46]], "nbo_charge": [-0.6123, 0.3635, 0.3604, -0.3899, 0.1916, 0.2049, 0.1567, 0.1983, 0.2003, 0.2104, -0.8468, -0.2189, 0.1820]}


Entry 2:
{"formula": "C19H30N6O4", "method": "wB97M-V/def2-TZVPD", "relative_energy_ev": 0.151, "gap_ev": 8.88, "fmax_ev_per_a": 1.38, "elements": ["N", "N", "C", "H", "C", "C", "H", "H", "H", "H", "C", "H", "H", "O", "O", "H", "H", "N", "H", "H", "C", "H", "C", "N", "C", "C", "H", "H", "H", "C", "N", "H", "H", "H", "H", "O", "O", "C", "N", "H", "C", "H", "C", "C", "H", "C", "H", "H", "C", "H", "C", "C", "H", "H", "C", "H", "H", "H", "C"], "coordinates": [[1.1376, 0.2528, -1.9166], [2.2201, -1.8760, -1.5340], [1.4257, 3.4755, -1.1331], [4.0411, -2.3880, -2.3451], [-2.0181, 0.0091, -0.1396], [2.1906, 2.5269, -0.1795], [-0.3680, 2.2789, 1.9851], [-5.0449, -2.5015, -0.3260], [-2.2376, 1.0671, 0.0109], [2.9532, -0.2310, 3.6580], [-3.0877, -0.6306, -1.0302], [-0.6353, 4.5614, 0.3056], [-6.0860, -1.4004, 0.5728], [3.0167, -3.9278, -0.9633], [2.6040, 0.1728, 0.9804], [2.0278, -1.6136, 1.8392], [-5.1837, -0.2552, -1.3284], [0.9597, -3.3404, -0.2233], [2.9929, 3.0715, 0.3357], [3.9406, -1.6833, 3.4459], [1.4606, 0.7724, 1.3866], [-1.5977, 3.0940, 0.1604], [-4.2623, -1.9111, 1.5837], [-0.7132, -0.1172, -0.7377], [-0.1504, -2.5185, -0.0144], [-5.0462, -1.6147, 0.3114], [0.9129, -4.2560, 0.2104], [1.8099, 3.3608, -2.1467], [2.6299, 1.7027, -0.7404], [0.2547, 2.8590, 1.3028], [1.2649, 1.9653, 0.7801], [-2.8797, -1.6974, -1.1197], [-3.2652, -2.2757, 1.3556], [-4.7725, -2.6787, 2.1613], [-1.9838, -0.4856, 0.8320], [-1.1073, -2.9107, 0.6200], [0.6898, 0.2897, 2.1849], [3.4121, -1.5040, -2.2614], [-0.0014, 3.2597, -1.1545], [-4.5352, 0.4686, 0.1382], [-0.4735, 2.1202, -1.9162], [4.5135, -0.1266, 2.8244], [2.1342, -3.1000, -0.9136], [-0.0182, 0.7537, -1.5022], [-3.0068, -0.1897, -2.0281], [-0.5771, 3.4765, 0.1549], [3.9431, -0.7159, -1.7255], [3.1327, -1.1360, -3.2475], [-4.5078, -0.4267, -0.4875], [1.5771, 4.5138, -0.8209], [3.6355, -0.7474, 2.9872], [0.0518, -1.2587, -0.6599], [-4.1828, -1.0188, 2.2016], [0.7503, 3.6548, 1.8743], [1.1994, -0.9851, -1.3920], [-0.1169, 2.2663, -2.9411], [-1.5656, 2.1597, -1.9243], [3.6017, -1.5763, 0.9851], [2.9404, -1.0347, 1.6643]], "forces_ev_per_angstrom": [[0.41, -0.11, -0.32], [0.06, -0.07, 0.01], [0.07, 0.03, 0.04], [-0.06, 0.11, -0.01], [-0.63, -0.12, 0.00], [0.34, -0.03, -0.13], [0.08, 0.16, -0.04], [-0.07, -0.03, -0.06], [0.05, -0.07, 0.02], [-0.03, 0.01, 0.08], [-0.07, 0.25, 0.15], [-0.08, -0.09, 0.09], [-0.03, -0.08, -0.05], [0.24, -0.27, 0.05], [-0.02, 0.36, -0.05], [0.16, 0.04, -0.10], [0.01, 0.10, 0.04], [-0.11, -0.36, 0.23], [0.00, 0.00, -0.07], [0.06, -0.10, 0.09], [0.07, -0.09, -0.10], [0.01, 0.03, 0.01], [-0.15, -0.07, -0.19], [0.50, 0.09, -0.20], [0.12, 0.17, -0.20], [0.01, 0.24, 0.12], [0.03, 0.16, -0.09], [0.08, 0.07, 0.01], [-0.01, 0.23, 0.09], [-0.13, -0.05, 0.17], [0.04, 0.17, -0.11], [0.08, -0.06, -0.06], [0.15, -0.01, 0.04], [0.01, -0.06, 0.12], [0.01, 0.15, -0.02], [-0.21, -0.07, 0.17], [-0.11, -0.29, 0.37], [0.26, -0.01, -0.13], [-0.12, -0.06, -0.04], [-0.07, 0.11, 0.01], [-0.09, 0.20, -0.01], [0.10, 0.02, 0.02], [0.02, 0.04, -0.09], [-0.25, -0.25, -0.03], [0.06, -0.03, 0.01], [0.00, 0.19, 0.04], [0.03, 0.01, -0.03], [0.05, 0.00, 0.01], [-0.03, -0.31, -0.12], [0.08, -0.01, -0.06], [-0.21, 0.08, -0.36], [0.78, -0.03, -0.37], [0.03, 0.10, 0.13], [-0.07, -0.04, 0.01], [-1.28, 0.14, 0.52], [-0.13, -0.14, 0.06], [0.03, -0.02, -0.08], [-0.08, 0.05, 0.02], [0.00, -0.39, 0.38]], "nbo_charge": [-0.5381, -0.4406, -0.2315, 0.2471, -0.2160, -0.2436, 0.2491, 0.1952, 0.2011, 0.2224, -0.4125, 0.1969, 0.1974, -0.6344, -0.5343, 0.2027, 0.2090, -0.6391, 0.1849, 0.2183, 0.9078, 0.1965, -0.6259, -0.3030, 0.6633, -0.3860, 0.4319, 0.2155, 0.2448, -0.2485, -0.4583, 0.2204, 0.2339, 0.2107, 0.2488, -0.6174, -0.6688, -0.4141, -0.4262, 0.1901, -0.2624, 0.2081, 0.7933, 0.4029, 0.2010, -0.2231, 0.2060, 0.2156, -0.3952, 0.1945, -0.6329, -0.1203, 0.1937, 0.1843, 0.4274, 0.2304, 0.2112, 0.1899, -0.0738]}